Entry from OMol25: a 21-piece molecular cluster, C9H58NO21 overall (wB97M-V/def2-TZVPD).

Structure (XYZ):
```
89
Properties=species:S:1:pos:R:3
C -13.57080 3.16120 -27.87280
C -14.45967 2.01261 -28.42726
C -13.67978 1.49157 -29.65338
C -14.09187 0.09904 -30.14715
C -13.99248 -0.87368 -28.92385
C -14.78902 -0.43160 -27.69306
N -14.49159 0.98602 -27.38038
O -14.88291 1.35726 -26.01316
C -14.29958 -1.42674 -26.60334
C -16.28623 -0.53732 -27.86121
C -15.96067 2.46093 -28.86080
H -14.13712 3.83622 -27.23113
H -13.19065 3.84419 -28.63249
H -12.57912 2.87504 -27.52240
H -12.62183 1.37096 -29.42037
H -13.52456 2.21736 -30.45166
H -13.42254 -0.10533 -30.98282
H -15.10507 -0.05493 -30.51837
H -12.92640 -1.05962 -28.79345
H -14.46472 -1.78963 -29.27898
H -14.71515 -1.35738 -25.59806
H -13.23767 -1.37103 -26.36390
H -14.41384 -2.46753 -26.90630
H -16.52482 -1.59767 -27.94379
H -16.79730 0.00335 -28.65783
H -16.83576 -0.26495 -26.96013
H -16.76887 2.52586 -28.13232
H -16.17301 1.87533 -29.75528
H -16.00193 3.47630 -29.25503
O -15.99639 2.97516 -31.95640
H -15.27571 2.48332 -31.56278
H -15.58832 3.77525 -32.28742
O -16.84690 -3.28312 -30.35609
H -17.38924 -2.49792 -30.28156
H -16.85204 -3.66264 -29.47737
O -17.30964 4.11559 -25.91712
H -17.15557 4.07267 -24.97338
H -16.69025 3.48836 -26.29017
O -18.56380 1.57054 -30.74086
H -17.74699 1.97147 -31.03800
H -18.91416 2.18754 -30.09835
O -11.28507 0.71014 -26.69593
H -11.47792 0.08156 -26.00030
H -12.14334 1.02504 -26.97954
O -11.67104 3.22025 -31.98063
H -11.35156 3.15313 -31.08081
H -10.88298 3.15797 -32.52037
O -17.08816 -0.58493 -24.28267
H -17.95883 -0.51405 -24.67399
H -16.51632 -0.10381 -24.88081
O -12.07970 7.01052 -26.68845
H -12.76806 7.39988 -26.14920
H -12.53944 6.38823 -27.25201
O -12.46360 1.55321 -24.02575
H -12.29759 2.49571 -24.00661
H -13.29623 1.46556 -24.48972
O -15.53396 6.06702 -29.79744
H -16.45158 5.87436 -29.98995
H -15.04272 5.40297 -30.28114
O -18.33838 5.51376 -29.63556
H -18.91951 6.26899 -29.54538
H -18.57042 4.94351 -28.90261
O -14.75475 -4.92253 -27.31596
H -15.57466 -4.53055 -27.61653
H -14.79914 -4.86935 -26.36126
O -10.35296 0.07813 -29.20313
H -11.24608 0.34638 -29.41903
H -10.28476 0.20995 -28.25750
O -11.13389 -4.34908 -29.51291
H -11.49512 -3.49362 -29.74515
H -10.29478 -4.38786 -29.97183
O -11.89820 -4.84367 -26.81606
H -11.50737 -4.94459 -27.68399
H -12.84108 -4.81794 -26.97896
O -13.85066 4.44239 -32.88461
H -13.38618 5.08373 -33.42236
H -13.21800 4.18988 -32.21213
O -19.60503 -2.32708 -27.73516
H -18.96110 -1.90950 -27.16314
H -20.18566 -2.79929 -27.13840
O -11.78401 -1.12253 -33.15170
H -12.58639 -1.60587 -32.95468
H -11.94572 -0.72820 -34.00878
O -12.05940 -2.73389 -24.43998
H -12.39361 -2.52522 -25.31233
H -11.73709 -3.63207 -24.51497
O -16.08971 2.51968 -23.38710
H -16.98105 2.17764 -23.45608
H -15.57988 1.98549 -23.99616
```

The lowest unoccupied orbital energy comes out at 1.9 eV. Its charge is -1. As for the energy above the lowest of the compared OMol25 structures with the same formula, charge and spin: 64.7 kcal/mol. As for the spin multiplicity: 1.


Entry from OMol25: C23H40ClHfP as an isolated structure (wB97M-V/def2-TZVPD).

Structure (XYZ):
```
66
Properties=species:S:1:pos:R:3
C -0.08277 0.10400 -6.40702
C 1.29145 0.62763 -6.46322
C -0.32707 -1.33777 -6.51005
C -1.20343 1.05285 -6.35926
Cl 0.47334 1.26779 -1.57434
H -0.40178 -1.66894 -7.56085
H -1.26020 -1.62917 -6.01119
H 0.47927 -1.92105 -6.04505
H 1.59825 0.86627 -7.50227
H 2.02430 -0.09638 -6.06812
H 1.39441 1.56049 -5.88152
H -1.48264 1.40909 -7.36970
H -0.95138 1.94696 -5.76659
H -2.10282 0.60368 -5.91243
C 1.62656 -1.96075 0.48816
C 0.75966 -2.70313 -0.40286
C 1.00324 -2.21976 -1.73531
H 0.19143 -3.59418 -0.12484
C 2.05579 -1.25467 -1.67451
C 2.43184 -1.08344 -0.31555
H 3.24319 -0.45590 0.05594
H 1.82262 -2.20381 1.52933
H 0.55082 -2.61009 -2.65568
H 2.54048 -0.78115 -2.52634
C -2.67215 0.45472 -0.35266
C -2.45985 -0.71075 0.46267
C -2.08070 -1.80131 -0.41158
H -2.81574 -0.82513 1.48517
C -2.00139 -1.27144 -1.74894
C -2.42617 0.09580 -1.70329
H -2.61652 0.73368 -2.56373
H -3.06578 1.40706 0.00904
H -2.05291 -2.85297 -0.12284
H -1.82565 -1.85505 -2.65769
Hf -0.11530 -0.49613 -0.32116
C 2.58341 1.55438 2.19619
C 1.78779 0.45871 2.92487
C 1.87384 0.62733 4.44571
P 0.06934 0.25611 2.23674
C -0.75618 -1.02225 3.34212
C 0.14404 -2.21700 3.68488
C -1.46336 -0.45095 4.57069
C -0.81095 1.89550 2.45488
C -0.57561 2.62590 3.78069
C -0.52990 2.88153 1.30916
H 2.24597 2.56019 2.48203
H 2.53475 1.46126 1.10238
H 3.64171 1.46588 2.48699
H 2.26430 -0.50578 2.67955
H 1.61560 1.64662 4.75321
H 1.24410 -0.07601 4.99848
H 2.91405 0.44769 4.75632
H -1.54415 -1.42072 2.68759
H 1.05823 -1.91835 4.20825
H -0.41207 -2.90592 4.33608
H 0.42374 -2.78291 2.79014
H -2.16964 0.34394 4.30906
H -2.04122 -1.25095 5.05630
H -0.75789 -0.06703 5.31548
H -1.87671 1.60750 2.39985
H 0.42796 3.06669 3.82962
H -1.29307 3.45815 3.84386
H -0.73736 2.00337 4.66367
H -0.85622 2.51411 0.33047
H -1.08370 3.81176 1.50384
H 0.53678 3.13421 1.23920
```

The lowest unoccupied orbital energy comes out at -8.3 eV. Its charge is +2. As for the spin multiplicity: 1.


Entry from OMol25: a 2-piece molecular cluster, C3H9NO overall (wB97M-V/def2-TZVPD).

Structure (XYZ):
```
14
Properties=species:S:1:pos:R:3
C -1.69596 0.02844 -6.44450
N -0.31627 -0.25549 -5.80669
H -2.06920 0.94288 -6.13026
H -2.45437 -0.78707 -6.23104
H -1.49293 -0.08310 -7.57154
H 0.24095 -1.08200 -6.01077
H -0.33631 -0.59632 -4.86661
C 0.68769 -0.18069 6.67035
C 1.06810 0.75057 5.77084
O 2.31645 0.77769 5.36985
H -0.32785 -0.12135 7.33902
H 1.04076 -1.15472 6.96463
H 0.44252 1.60162 5.24219
H 2.89644 0.15954 5.70453
```

The lowest unoccupied orbital energy (alpha / beta) comes out at -5.4 / -9.1 eV. Its charge is +1. As for the energy above the lowest of the compared OMol25 structures with the same formula, charge and spin: 87.2 kcal/mol. As for the spin multiplicity: 2.


Entry from OMol25: one molecule with the formula C3H7NO (wB97M-V/def2-TZVPD).

Structure (XYZ):
```
12
Properties=species:S:1:pos:R:3
C 0.80356 -0.38390 0.95400
C 0.07029 0.39855 -0.14856
N 0.32615 -0.16539 -1.45564
C -1.44050 0.55512 0.03848
O -1.87586 0.74834 1.14543
H 0.03654 -0.98691 1.49342
H 1.26707 0.18796 1.79807
H 1.52315 -1.10800 0.59856
H 0.40913 1.44580 -0.10969
H -0.24874 -0.95432 -1.68873
H 1.25403 -0.12006 -1.82830
H -2.12481 0.38281 -0.79704
```

As for the SMILES: C[C@@H](N)C=O. The lowest unoccupied orbital energy comes out at 0.9 eV. Its charge is 0. As for the energy above the lowest of the compared OMol25 structures with the same formula, charge and spin: 35.7 kcal/mol. As for the spin multiplicity: 1.


Entry from OMol25: a 7-piece molecular cluster, C9H30O9 overall (wB97M-V/def2-TZVPD).

Structure (XYZ):
```
48
Properties=species:S:1:pos:R:3
C 1.78977 1.14420 -2.24689
O 0.63465 0.88762 -3.03901
C 0.72797 0.04697 -4.05451
O 1.78077 -0.40288 -4.47061
O -0.47552 -0.17706 -4.60069
C -0.45123 -0.87400 -5.89231
H 1.37808 1.74524 -1.45446
H 2.54354 1.74018 -2.72302
H 2.10879 0.15722 -1.75488
H -0.34847 -0.01437 -6.47944
H -1.37283 -1.35524 -5.93829
H 0.41292 -1.51223 -6.09383
C 0.08277 -3.06859 2.81794
O -0.77527 -2.83973 1.65892
H -0.61982 -3.05483 3.67752
H 0.69078 -3.95946 2.67432
H 0.80817 -2.27897 3.01129
H -0.90464 -1.85581 1.54349
C 4.04108 -0.24136 1.06584
O 2.73564 -0.11748 0.41866
H 4.27297 0.71707 1.51536
H 4.00384 -1.02054 1.76223
H 4.81660 -0.41257 0.34371
H 1.99189 -0.06208 1.01340
C 0.37823 -2.38630 -1.58664
O -0.34211 -3.51379 -1.12181
H 0.52462 -2.58095 -2.60549
H -0.12269 -1.42535 -1.33364
H 1.40388 -2.29586 -1.11040
H -0.34421 -3.50919 -0.16550
C -2.81740 1.57404 -1.13036
O -1.44777 1.79239 -0.92254
H -3.36967 1.80991 -0.22713
H -3.27519 2.07057 -1.96528
H -3.01592 0.56364 -1.40826
H -1.03586 1.58551 -1.78815
C -2.66825 2.43726 4.99599
O -2.12972 3.43185 4.28059
H -1.96056 1.64080 5.23236
H -2.98850 2.73256 6.02912
H -3.52657 2.01793 4.46288
H -1.60213 4.00938 4.79392
C -0.28598 1.24714 2.47835
O 0.24104 0.43961 1.40743
H 0.26093 0.91029 3.34261
H -0.21846 2.39323 2.42105
H -1.38247 1.05026 2.57088
H -0.14770 0.81377 0.59528
```

As for the SMILES: COC(=O)OC.CO.CO.CO.CO.CO.CO. The lowest unoccupied orbital energy comes out at 0.5 eV. Its charge is 0. As for the energy above the lowest of the compared OMol25 structures with the same formula, charge and spin: 21.2 kcal/mol. As for the spin multiplicity: 1.


| no. | energy (eV) | molecular weight (u) | largest force on an atom (eV Å⁻¹) |
| --- | --- | --- | --- |
| 1 | -54761.7579 | 516.55 | 2.9 |
| 2 | -47604.8255 | 561.49 | 3.2 |
| 3 | -6782.5255 | 75.11 | 6.7 |
| 4 | -6761.2020 | 73.09 | 2.6 |
| 5 | -28243.5053 | 282.33 | 3.6 |